The following is a DFT calculation (wB97M-V/def2-TZVPD) of C22H34NP3Sc as an isolated structure at a distorted geometry.

Calculated values
LUMO energy	-3.701	eV
orbital gap	4.345	eV
charge	+1
F_max	3.51	eV/A

Geometry as XYZ:
```
61
Properties=species:S:1:pos:R:3:forces:R:3
C -1.670388 2.759067 -3.247358 -0.28 -1.22 0.99
C -1.355420 1.471785 -2.793858 -0.36 0.49 -0.49
C 0.016163 1.054942 -2.985650 0.46 0.75 -0.75
C 1.002917 2.121488 -2.886884 0.58 -1.59 1.32
C 0.621811 3.484069 -2.901213 -0.54 0.32 -0.56
C -0.678800 3.751705 -3.303828 1.37 0.40 -0.30
C 2.312047 1.681563 -2.550557 -1.08 -1.16 0.07
C 2.675232 0.304992 -2.572826 -1.35 1.06 0.86
C 1.562375 -0.617847 -2.692541 0.85 0.47 -1.03
C 1.819418 -1.962150 -2.253617 0.31 -0.95 -0.03
C 3.124097 -2.443055 -2.386261 -1.31 0.27 0.65
C 4.193899 -1.530682 -2.430948 0.86 1.50 -0.39
C 3.991531 -0.156497 -2.303079 0.06 -0.93 -0.39
H -2.728803 3.019664 -3.409455 0.58 0.01 0.34
H 1.394857 4.248141 -2.705202 -0.65 -0.35 -0.39
H -0.930013 4.723938 -3.688331 -0.18 0.37 0.33
H 2.898491 2.336703 -1.943825 1.08 0.81 -0.65
H 3.313460 -3.527336 -2.328709 -0.03 0.65 0.21
H 5.197153 -1.895870 -2.596763 0.12 -0.12 0.44
H 4.784262 0.594391 -2.120683 -0.39 -0.79 -0.32
N 0.363784 -0.234327 -3.183780 -0.71 -0.11 3.44
Sc 0.316679 0.742510 0.761683 1.15 -0.66 -1.54
C -2.352251 0.689021 -1.962715 -0.34 -0.28 0.01
H -2.448174 -0.376128 -2.225779 0.23 0.29 0.05
H -3.348016 1.150393 -2.079019 0.28 -0.20 -0.03
C 0.774081 -2.791748 -1.502399 0.09 -0.67 -0.70
H -0.235853 -2.766849 -1.942963 0.37 0.15 0.11
H 1.112147 -3.837335 -1.479761 -0.10 0.03 -0.43
P -2.090375 0.738560 -0.024614 -1.95 0.55 -1.50
P 0.579738 -2.445377 0.302158 -1.77 0.93 -0.77
C 1.645410 -3.585008 1.194189 0.46 -0.13 0.24
H 1.523118 -3.492507 2.283721 -0.02 0.09 -0.38
H 1.411960 -4.622079 0.914554 -0.03 0.25 -0.01
H 2.695142 -3.391678 0.945496 -0.15 0.02 0.06
C -1.113045 -2.868088 0.755312 -0.75 -1.37 0.23
H -1.169956 -3.937447 1.034968 -0.29 0.25 -0.09
H -1.478630 -2.279039 1.613059 0.34 -0.18 -0.41
H -1.790041 -2.693833 -0.096825 0.32 0.01 0.28
C -2.728264 2.448322 0.310043 -0.14 0.12 -0.10
H -3.757894 2.556614 -0.087893 0.52 0.03 0.22
H -2.737837 2.642351 1.399560 0.00 -0.09 -0.54
H -2.069237 3.185945 -0.178334 -0.25 -0.22 0.21
C -3.625041 -0.180391 0.475784 -0.06 -0.35 0.08
H -3.630758 -0.361870 1.558228 0.09 0.09 -0.22
H -4.548292 0.373968 0.236301 0.50 -0.08 -0.06
H -3.685641 -1.162579 -0.010285 0.11 0.23 0.06
H 1.071567 1.386567 2.202056 0.95 1.06 -1.84
H 1.108429 -0.881044 0.547327 2.06 0.93 0.47
C 1.177417 1.655510 4.153291 -1.10 -1.30 -0.38
P -0.036440 0.450413 3.200769 0.32 0.93 1.66
C 0.216762 -1.132310 4.029602 0.07 -0.89 0.92
C -1.664772 1.027831 3.789924 -0.63 0.06 0.67
H 2.187817 1.324007 3.858027 -0.44 0.27 0.13
H 1.066081 1.615865 5.225327 -0.05 0.16 0.52
H 0.959402 2.652873 3.728728 0.20 -0.51 0.37
H 0.191391 -1.038868 5.133471 0.04 -0.03 -0.51
H -0.538799 -1.877981 3.737165 0.06 0.37 0.02
H 1.186438 -1.564819 3.749561 -0.10 0.28 0.06
H -1.743517 0.978634 4.892780 0.05 0.12 -0.46
H -1.858791 2.062791 3.475704 0.23 -0.21 0.12
H -2.480014 0.420104 3.367144 0.37 0.04 0.09
```
Positions in Å, forces in eV/Å.